--- P ---
# C2H3ClO

A 2-piece molecular cluster, C2H3ClO overall (wB97M-V/def2-TZVPD, the Open Molecules 2025 dataset).

Last column: Mulliken charge in e.
Atoms and positions in Å:
C  -0.39535  0.83527  -0.10558  0.56
C  0.63151  -0.22435  -0.06574  -0.77
O  -0.83218  1.89239  -0.19829  -0.19
Cl  -2.23758  -0.93693  0.24040  -0.57
H  1.69824  0.15398  -0.35988  0.31
H  0.84404  -0.51557  1.07042  0.31
H  0.29133  -1.20479  -0.58133  0.34

As for the charge: 0.



--- Q ---
# C2H3ClO

A 2-piece molecular cluster, C2H3ClO overall (wB97M-V/def2-TZVPD, the Open Molecules 2025 dataset).

Last column: Mulliken charge in e.
Atoms and positions in Å:
C  -0.50344  0.19210  1.21661  -0.79
C  0.72278  0.15223  1.03660  0.73
O  1.89226  0.23401  0.88254  -0.40
H  -1.12855  0.34115  0.23841  0.20
H  -0.82858  -0.11793  2.18118  0.26
Cl  0.22445  -0.78680  -2.31218  -0.27
H  -0.37891  -0.01475  -3.24317  0.26

As for the charge: 0. Its SMILES is C=C=O.Cl.



Pick Q: it beats the second-best structure by 5.2 kcal/mol.



--- P ---
# C3H8N3S

C3H8N3S as an isolated structure (wB97M-V/def2-TZVPD, the Open Molecules 2025 dataset).

Last column: Mulliken charge in e.
Atoms and positions in Å:
C  0.06363  -0.44506  0.21235  0.30
C  1.04021  1.40560  1.21260  -0.45
C  -1.42694  -1.44733  -1.29910  -0.77
N  1.12451  -0.00536  0.73044  -0.09
N  0.26545  2.21058  0.35567  -0.26
N  -0.27274  -1.48920  -0.44677  -0.11
S  -1.24564  1.44939  0.24936  0.05
H  0.69684  1.56649  2.23316  0.26
H  2.08077  1.74875  1.23063  0.39
H  -1.65734  -0.35354  -1.55261  0.32
H  -2.25829  -2.08928  -0.76400  0.28
H  -1.16667  -2.01101  -2.30109  0.28
H  1.85731  -0.62695  1.02521  0.27
H  0.73686  2.42110  -0.44559  0.30
H  0.16205  -2.33418  -0.44026  0.21

As for the charge: +1.



--- Q ---
# C3H8N3S

An isolated ion of composition C3H8N3S and charge +1 (wB97M-V/def2-TZVPD, the Open Molecules 2025 dataset).

Last column: Mulliken charge in e.
Atoms and positions in Å:
C  0.00666  -0.38080  -0.29183  0.46
C  -2.52395  -0.61285  0.09358  -0.66
C  2.54906  0.05991  0.41744  -0.76
N  0.77408  1.79934  -0.52715  -0.42
N  0.06374  0.82846  -0.74400  0.06
N  -1.10816  -1.00574  -0.12975  -0.16
S  1.62704  -1.20682  -0.37748  -0.01
H  -3.02944  -0.83699  -0.93587  0.31
H  -2.93875  -1.22880  0.95926  0.29
H  -2.51164  0.58643  0.29245  0.27
H  3.68808  -0.17077  0.34164  0.33
H  2.14509  0.01750  1.49686  0.30
H  2.21878  1.10404  0.16814  0.40
H  0.54858  2.56602  -1.17534  0.28
H  -0.98466  -2.09447  -0.16671  0.30

As for the charge: +1.



--- R ---
# C3H8N3S

An isolated ion of composition C3H8N3S and charge +1 (wB97M-V/def2-TZVPD, the Open Molecules 2025 dataset).

Last column: Mulliken charge in e.
Atoms and positions in Å:
C  -1.07637  -1.70915  -0.54621  -0.69
N  -1.12752  -0.57652  0.37196  -0.03
C  0.08813  -0.14692  0.95918  -0.78
C  0.66197  0.97148  0.09227  0.79
N  1.98486  1.06659  0.02088  -0.40
N  -0.20524  1.64631  -0.58386  -0.35
S  -1.98189  0.76740  -0.04245  0.12
H  -1.98643  -1.53609  -1.24748  0.26
H  -0.12015  -1.59247  -0.99173  0.35
H  -1.48467  -2.61760  0.00090  0.28
H  0.65279  -1.09515  1.28817  0.39
H  -0.21540  0.28470  2.02888  0.32
H  2.59704  0.46344  0.51290  0.25
H  2.35078  1.58467  -0.87828  0.29
H  -0.13788  2.48933  -0.98512  0.20

As for the charge: +1. Its SMILES is CN1CC(=[NH2+])NS1.



--- S ---
# C3H8N3S

An isolated ion of composition C3H8N3S and charge +1 (wB97M-V/def2-TZVPD, the Open Molecules 2025 dataset).

Last column: Mulliken charge in e.
Atoms and positions in Å:
H  -0.00133  -1.02559  3.63808  0.29
N  0.35059  -0.46543  2.84261  -0.53
C  -0.21833  -0.48622  1.75720  0.39
N  0.41114  0.37207  0.80941  -0.40
N  0.25370  -0.11051  -0.53810  0.20
C  0.80398  0.86308  -1.57213  -0.70
C  -1.13137  -0.40033  -0.68730  -0.56
S  -1.55230  -1.33591  0.94654  -0.04
H  1.38442  0.57335  0.96237  0.33
H  0.69279  -0.93606  -0.81518  0.30
H  0.01586  1.69608  -1.53881  0.32
H  1.67492  1.48979  -1.23163  0.31
H  0.79252  0.32852  -2.48581  0.35
H  -1.89909  0.45433  -0.64261  0.37
H  -1.57750  -1.01717  -1.44466  0.38

As for the charge: +1. Its SMILES is [H]/N=C1/N[N@H+](C)CS1.



Pick R: it beats the second-best structure by 5.3 kcal/mol.



--- P ---
# C6H10N

A 2-piece molecular cluster, C6H10N overall (wB97M-V/def2-TZVPD, the Open Molecules 2025 dataset).

Last column: Mulliken charge in e.
Atoms and positions in Å:
C  -0.48743  -1.47818  1.69620  0.00
C  0.70392  -2.22127  2.40774  -0.28
C  0.92025  -2.20451  0.98185  -0.35
C  0.72362  1.85216  -0.50447  -0.98
C  -1.48002  0.72925  -1.08982  -1.04
C  -0.02714  0.71119  -1.08316  0.43
N  0.17961  -1.10422  0.63158  -0.03
H  1.25236  -1.51723  2.92414  0.25
H  0.58657  -3.06815  3.01124  0.31
H  1.13827  -2.99166  0.29012  0.35
H  0.47181  2.67566  -1.23653  0.33
H  0.53384  2.07057  0.60665  0.31
H  1.86068  1.69420  -0.38466  0.34
H  -1.86562  -0.21027  -0.74295  0.35
H  -2.01169  0.67856  -2.14288  0.34
H  -1.93679  1.59860  -0.55099  0.31
H  0.39870  0.11097  -1.79892  0.37

As for the spin multiplicity: 3. As for the charge: +1.



--- Q ---
# C6H10N

An isolated ion of composition C6H10N and charge +1 (wB97M-V/def2-TZVPD, the Open Molecules 2025 dataset).

Last column: Mulliken charge in e.
Atoms and positions in Å:
C  1.83040  0.76278  -0.48965  -0.82
C  1.48513  -0.25220  0.26042  0.71
C  1.81811  -1.50442  0.60832  -0.92
C  -0.16686  0.08118  0.35862  0.53
C  -0.38153  0.42469  1.80315  -1.15
C  -1.21701  0.06534  -1.91050  -0.76
N  -0.99637  0.13059  -0.53772  -0.07
H  1.10384  1.64970  -0.46975  0.28
H  2.44418  -1.53292  1.43455  0.38
H  1.44272  -2.42840  0.08081  0.30
H  -0.46426  -0.45287  2.35160  0.35
H  -1.34924  0.94941  1.82396  0.40
H  0.19561  1.20583  2.27614  0.35
H  -2.24101  0.14315  -1.91520  0.38
H  -0.84627  0.94045  -2.40478  0.34
H  -0.82639  -0.91343  -2.36524  0.32
H  2.64912  0.93447  -1.08994  0.39

As for the spin multiplicity: 3. As for the charge: +1.



--- R ---
# C6H10N

An isolated ion of composition C6H10N and charge +1 (wB97M-V/def2-TZVPD, the Open Molecules 2025 dataset).

Last column: Mulliken charge in e.
Atoms and positions in Å:
C  -1.08313  1.31478  -0.40942  -0.23
C  -1.66327  0.26386  0.19735  -0.18
C  -1.42021  -1.11608  0.04057  -0.16
C  0.30416  0.77689  -0.35173  0.10
C  1.27889  0.61666  -1.47855  -1.20
C  0.41538  -0.77245  1.66002  -0.81
N  -0.16063  -0.48888  0.34262  0.21
H  -1.54911  2.26898  -0.81178  0.40
H  -1.70048  -1.64639  0.89346  0.29
H  -1.74989  -1.45419  -0.95473  0.30
H  0.81118  1.35354  0.33901  0.30
H  0.96397  -0.40203  -1.98724  0.28
H  2.38940  0.45846  -1.17167  0.33
H  1.26460  1.41925  -2.20717  0.35
H  0.38810  0.13957  2.18609  0.37
H  -0.03832  -1.62846  2.19044  0.35
H  1.54936  -1.10349  1.52274  0.30

As for the spin multiplicity: 3. As for the charge: +1.



Pick Q: it beats the second-best structure by 24.3 kcal/mol.